C28H70N14O14 | the ωB97M-V functional and the def2-TZVPD basis

Element x y z (Å)
O 16.662 7.872 17.227
C 16.206 8.838 17.821
N 16.026 10.074 17.236
C 15.747 8.658 19.289
H 16.328 10.231 16.298
H 15.589 10.915 17.686
H 16.340 9.354 19.835
H 15.907 7.689 19.818
H 14.781 8.996 19.476
O 13.321 15.492 20.384
C 14.457 14.990 20.137
N 15.610 15.628 19.983
C 14.615 13.490 20.310
H 16.433 15.187 19.589
H 15.577 16.660 19.875
H 15.548 13.013 19.951
H 13.808 12.971 19.850
H 14.566 13.379 21.396
O 12.462 16.311 15.477
C 12.451 15.823 16.575
N 12.378 16.585 17.696
C 12.523 14.307 16.695
H 12.258 17.584 17.564
H 12.300 16.117 18.666
H 12.015 13.837 17.505
H 13.599 13.972 16.911
H 12.147 13.998 15.697
O 15.666 13.742 17.036
C 16.197 14.328 16.134
N 15.652 15.444 15.536
C 17.595 14.039 15.568
H 14.681 15.677 15.554
H 15.987 15.768 14.638
H 17.838 13.034 15.712
H 18.277 14.635 16.193
H 17.746 14.313 14.498
O 6.540 11.847 14.030
C 7.497 11.109 13.694
N 7.343 9.932 13.095
C 8.959 11.604 13.958
H 6.372 9.613 13.125
H 8.140 9.256 13.097
H 9.032 12.471 13.311
H 9.747 10.858 13.771
H 8.952 11.859 15.003
O 12.613 15.050 10.820
C 12.670 15.541 11.921
N 11.536 15.767 12.610
C 13.943 16.064 12.536
H 10.574 15.495 12.375
H 11.533 16.160 13.560
H 13.785 16.198 13.592
H 14.110 17.108 12.060
H 14.789 15.409 12.302
O 9.389 7.913 14.019
C 10.394 7.432 13.594
N 10.440 6.533 12.618
C 11.869 7.886 14.092
H 11.261 6.111 12.167
H 9.457 6.299 12.271
H 12.025 8.928 13.755
H 12.681 7.298 13.723
H 11.773 7.836 15.163
O 12.720 11.018 9.605
C 11.958 11.835 10.083
N 11.313 12.750 9.246
C 11.672 12.003 11.517
H 11.732 12.709 8.309
H 11.115 13.640 9.646
H 12.537 12.084 12.181
H 11.104 11.121 11.927
H 11.000 12.813 11.855
O 16.847 12.985 9.375
C 15.928 13.750 9.626
N 14.665 13.299 9.908
C 16.194 15.293 9.558
H 14.520 12.337 9.664
H 13.854 13.871 10.125
H 16.376 15.552 8.522
H 17.066 15.410 10.213
H 15.383 15.881 9.955
O 8.667 15.807 12.902
C 7.725 14.990 12.753
N 6.871 14.722 13.750
C 7.504 14.355 11.467
H 6.935 15.294 14.567
H 6.479 13.817 13.812
H 6.719 14.770 10.855
H 7.302 13.320 11.444
H 8.351 14.511 10.817
O 12.831 5.847 11.286
C 13.019 6.777 10.457
N 14.116 7.542 10.639
C 12.074 7.262 9.370
H 14.298 8.299 9.992
H 14.904 7.228 11.275
H 12.194 6.632 8.491
H 12.168 8.281 9.092
H 11.051 7.128 9.788
O 15.210 12.471 14.146
C 15.618 11.879 13.142
N 16.659 12.375 12.388
C 15.001 10.603 12.666
H 17.077 13.273 12.433
H 16.723 12.062 11.415
H 14.307 10.228 13.494
H 15.776 9.780 12.493
H 14.490 10.751 11.717
O 16.545 7.423 12.406
C 16.515 7.239 13.622
N 17.254 8.073 14.414
C 15.827 6.060 14.341
H 17.681 8.781 13.870
H 17.195 8.142 15.423
H 14.880 6.481 14.704
H 16.342 5.793 15.286
H 15.875 5.176 13.668
O 18.388 14.750 12.185
C 19.366 14.213 11.681
N 19.415 14.010 10.345
C 20.546 13.766 12.443
H 18.622 14.063 9.705
H 20.123 13.457 9.991
H 21.261 13.303 11.798
H 20.194 13.082 13.209
H 21.086 14.554 12.957

Summary:
Relative energy (zero: lowest compared OMol25 entry of this formula, charge and spin), kcal per mole: 10.2
Kohn-Sham gap, eV: 9.96
E_HOMO, eV: -9.58

C28H71O29S8V | the ωB97M-V functional and the def2-TZVPD basis

Element x y z (Å)
O -1.641 -0.019 3.484
V -1.981 -0.567 2.033
C -0.134 0.341 -0.804
C 0.590 -0.678 0.121
C 2.059 -0.327 0.184
O 0.039 -0.620 1.403
H -1.221 0.303 -0.688
H 0.141 0.143 -1.845
H 0.093 1.385 -0.570
H 0.420 -1.649 -0.369
H 2.376 -0.223 -0.865
H 2.741 -1.019 0.679
H 2.295 0.670 0.559
C -4.254 0.509 1.387
O -5.329 1.010 0.999
O -3.087 0.971 1.083
O -4.113 -0.522 2.152
O 3.831 -4.199 0.619
S 2.884 -4.905 1.451
O 2.905 -6.348 1.536
O 2.993 -4.200 2.922
C 2.048 -4.633 3.921
C 2.825 -4.667 5.224
C 1.243 -4.271 0.901
H 1.680 -5.642 3.729
H 1.270 -3.870 3.997
H 3.627 -5.401 5.138
H 2.241 -4.942 6.104
H 3.210 -3.668 5.430
H 1.282 -4.053 -0.163
H 1.060 -3.367 1.481
H 0.507 -5.061 1.037
O -2.393 1.126 -3.659
S -3.636 0.882 -2.946
O -4.896 1.114 -3.620
O -3.588 -0.653 -2.395
C -4.713 -1.083 -1.620
C -5.483 -2.103 -2.468
C -3.486 1.837 -1.441
H -5.314 -0.253 -1.241
H -4.395 -1.554 -0.687
H -4.847 -2.985 -2.544
H -5.816 -1.762 -3.445
H -6.377 -2.429 -1.928
H -3.236 2.806 -1.872
H -2.676 1.392 -0.871
H -4.425 1.901 -0.898
O 5.989 0.210 1.914
S 5.944 1.467 1.237
O 6.954 1.921 0.315
O 4.545 1.467 0.409
C 4.280 2.610 -0.433
C 4.613 2.210 -1.877
C 5.593 2.796 2.473
H 4.766 3.516 -0.080
H 3.201 2.761 -0.501
H 3.997 1.377 -2.210
H 5.658 1.952 -2.049
H 4.412 3.094 -2.490
H 6.420 3.498 2.427
H 5.618 2.269 3.424
H 4.608 3.200 2.273
O -3.477 4.459 3.584
S -2.955 4.718 2.279
O -2.460 6.030 1.909
O -1.726 3.688 2.045
C -1.057 3.814 0.772
C 0.429 3.689 1.013
C -4.000 4.157 0.932
H -1.210 4.774 0.289
H -1.389 2.940 0.209
H 0.796 4.402 1.750
H 0.956 3.786 0.056
H 0.758 2.681 1.292
H -3.679 4.518 -0.043
H -4.978 4.628 1.039
H -4.015 3.068 1.009
O -2.159 5.084 -2.197
S -1.070 5.898 -2.695
O -0.547 7.003 -1.945
O 0.207 4.983 -3.157
C -0.065 3.706 -3.734
C 1.007 2.721 -3.298
C -1.572 6.512 -4.318
H -0.127 3.790 -4.822
H -1.032 3.305 -3.418
H 0.951 2.471 -2.240
H 1.994 3.071 -3.602
H 0.867 1.751 -3.781
H -2.470 7.093 -4.120
H -1.704 5.638 -4.947
H -0.771 7.154 -4.674
O -4.118 -3.685 -0.747
S -2.775 -3.444 -0.288
O -2.377 -2.245 0.373
O -2.401 -4.649 0.738
C -2.726 -5.984 0.384
C -2.574 -6.818 1.667
C -1.643 -3.756 -1.675
H -2.017 -6.342 -0.369
H -3.731 -6.070 -0.033
H -3.034 -7.801 1.600
H -3.070 -6.318 2.498
H -1.497 -6.844 1.827
H -1.759 -4.750 -2.094
H -0.626 -3.644 -1.316
H -1.890 -2.945 -2.358
O 1.217 -4.516 -2.395
S 1.634 -3.488 -3.318
O 1.985 -3.838 -4.663
O 0.501 -2.326 -3.394
C -0.102 -2.014 -4.658
C -0.611 -0.588 -4.633
C 2.920 -2.439 -2.590
H -0.929 -2.706 -4.850
H 0.575 -2.164 -5.498
H -1.042 -0.380 -5.615
H 0.249 0.067 -4.483
H -1.403 -0.349 -3.924
H 3.210 -1.686 -3.314
H 3.636 -3.128 -2.148
H 2.419 -1.915 -1.774
O 2.863 -0.996 6.185
S 2.011 -0.569 5.102
O 0.663 -1.035 4.972
O 1.909 1.085 5.225
C 1.128 1.749 4.255
C 0.166 2.732 4.943
C 2.877 -0.726 3.557
H 0.488 1.052 3.702
H 1.717 2.284 3.503
H 0.599 3.644 5.352
H -0.516 2.279 5.663
H -0.560 3.072 4.194
H 2.889 -1.786 3.299
H 3.932 -0.481 3.673
H 2.397 -0.137 2.780

Summary:
Multiplicity: 2
Relative energy (zero: lowest compared OMol25 entry of this formula, charge and spin), kcal per mole: 0.0
<S²>: 0.77
Net charge: -1
Kohn-Sham gap (alpha / beta), eV: 8.17 / 8.26
E_HOMO (alpha / beta), eV: -6.48 / -6.57

C28H72Br2NO13P | the ωB97M-V functional and the def2-TZVPD basis

Element x y z (Å)
C -2.092 0.445 -0.932
C -2.447 0.949 -2.412
Br -1.396 0.311 -3.951
C -3.500 1.865 -2.599
Br -4.434 2.467 -0.927
C -3.984 2.483 -3.987
P -3.051 3.974 -4.707
C -1.647 4.500 -3.548
O -4.100 5.366 -4.765
C -5.533 2.877 -3.645
N -6.204 3.054 -4.989
C -5.366 2.471 -6.024
O -5.489 2.646 -7.255
C -4.297 1.524 -5.231
O -4.748 0.183 -4.999
H -1.744 1.324 -0.292
H -1.323 -0.390 -0.906
H -3.031 0.025 -0.417
H -1.999 4.659 -2.461
H -0.756 3.780 -3.605
H -1.236 5.518 -3.895
H -4.122 5.778 -3.864
H -6.177 2.045 -3.193
H -5.563 3.908 -3.171
H -6.610 3.981 -5.170
H -3.413 1.569 -5.967
H -4.301 -0.364 -5.679
C -0.978 1.069 3.746
C -1.417 1.079 2.298
O -1.733 -0.243 1.873
H -0.105 0.425 3.878
H -0.727 2.078 4.086
H -1.769 0.669 4.387
H -0.617 1.458 1.658
H -2.299 1.713 2.160
H -2.447 -0.567 2.438
C -0.474 -4.434 2.468
C -1.239 -4.009 3.706
O -0.802 -2.726 4.135
H 0.599 -4.463 2.671
H -0.796 -5.422 2.130
H -0.625 -3.717 1.655
H -1.069 -4.714 4.523
H -2.314 -3.965 3.506
H -0.964 -2.106 3.410
C 3.119 -3.657 5.980
C 2.677 -3.657 4.531
O 2.360 -4.981 4.111
H 3.992 -4.299 6.114
H 3.371 -2.647 6.312
H 2.329 -4.054 6.626
H 3.475 -3.281 3.888
H 1.794 -3.024 4.393
H 1.648 -5.304 4.678
C 1.448 -4.619 -0.628
C 0.914 -6.034 -0.734
O 0.373 -6.260 -2.032
H 0.654 -3.893 -0.822
H 1.860 -4.432 0.367
H 2.229 -4.443 -1.371
H 0.118 -6.199 -0.005
H 1.707 -6.766 -0.552
H 1.083 -6.122 -2.671
C 3.823 -2.972 -4.269
C 3.438 -1.891 -3.278
O 3.414 -2.422 -1.957
H 3.115 -3.804 -4.223
H 3.840 -2.579 -5.288
H 4.811 -3.380 -4.033
H 2.443 -1.502 -3.504
H 4.149 -1.060 -3.311
H 4.299 -2.756 -1.761
C 6.042 0.434 -6.655
C 5.659 1.513 -5.661
O 5.638 0.981 -4.341
H 5.336 -0.398 -6.609
H 6.056 0.829 -7.674
H 7.031 0.027 -6.423
H 4.663 1.901 -5.884
H 6.370 2.345 -5.694
H 6.523 0.648 -4.147
C -1.319 6.283 4.672
C -1.535 4.800 4.443
O -0.295 4.105 4.507
H -0.634 6.690 3.925
H -2.264 6.828 4.619
H -0.865 6.461 5.652
H -1.968 4.626 3.456
H -2.212 4.383 5.196
H 0.078 4.255 5.385
C -5.181 -3.631 6.120
C -4.302 -2.415 5.901
O -3.843 -2.375 4.555
H -4.629 -4.548 5.896
H -5.534 -3.676 7.153
H -6.047 -3.608 5.452
H -3.427 -2.453 6.554
H -4.852 -1.493 6.114
H -4.620 -2.332 3.983
C -1.572 8.406 -4.799
C -1.981 8.391 -6.259
O -2.296 7.067 -6.669
H -0.706 7.759 -4.636
H -1.322 9.419 -4.473
H -2.380 8.024 -4.167
H -1.164 8.753 -6.887
H -2.855 9.029 -6.427
H -3.026 6.754 -6.115
C 8.265 -4.524 5.415
C 6.976 -4.036 4.783
O 6.122 -3.475 5.774
H 8.056 -5.274 6.182
H 8.926 -4.963 4.664
H 8.790 -3.701 5.908
H 6.444 -4.865 4.311
H 7.178 -3.276 4.021
H 6.594 -2.738 6.182

Summary:
SMILES: C/C(Br)=C(\Br)[C@]1(P(C)O)CNC(=O)[C@@H]1O.CCO.CCO.CCO.CCO.CCO.CCO.CCO.CCO.CCO.CCO
Kohn-Sham gap, eV: 8.54
E_HOMO, eV: -8.55